{
  "formula": "C6H15NO",
  "method": "ωB97M-V/def2-TZVPD",
  "symbols": ["C", "C", "C", "C", "N", "C", "C", "H", "H", "H", "H", "H", "H", "H", "H", "H", "H", "H", "H", "H", "O", "H", "H"],
  "coordinates": [[-0.50489, 2.36223, 0.24820], [0.44568, 1.84885, 1.04745], [1.47323, 0.86674, 0.77339], [1.41726, 0.26765, -0.74146], [0.02423, -0.14053, -1.05534], [-0.23887, -1.57762, -1.43453], [-0.65320, -2.62791, -0.30330], [-1.05731, 3.27007, 0.54155], [-0.53821, 2.21449, -0.78054], [0.36857, 2.19650, 2.30623], [1.37671, 0.05840, 1.44694], [2.52469, 1.15527, 0.82571], [2.11085, -0.67295, -0.74374], [1.83984, 1.12760, -1.38441], [-0.30838, 0.48413, -1.78935], [0.56218, -2.07045, -1.99119], [-1.04632, -1.64354, -2.19936], [-0.62014, -3.50532, -0.79486], [-0.00356, -2.42314, 0.53620], [-1.61674, -2.35787, 0.08326], [-1.51145, -0.45897, 1.46488], [-2.17133, 0.24703, 1.54704], [-1.13400, -0.26445, 0.52642]],
  "forces_ev_per_a": [[1.26, 1.66, 1.91], [-1.69, 2.53, 3.73], [0.94, -1.55, -3.15], [0.67, -0.18, 1.71], [0.20, -1.04, -0.85], [-0.73, -0.61, -0.38], [0.49, 5.50, 0.28], [-0.06, -0.87, 0.33], [-0.01, -0.59, -1.58], [0.35, -0.94, -3.94], [-0.24, -1.05, 0.86], [-0.15, 0.75, 0.52], [-1.07, 1.82, -0.28], [-0.81, -1.65, 0.47], [-0.13, -0.59, 0.22], [0.69, 0.47, 0.19], [0.21, 0.65, 0.59], [0.25, -3.34, -0.94], [0.52, -0.87, 0.21], [-0.66, -0.27, -0.05], [0.18, 0.69, -1.91], [0.28, -0.24, 0.19], [-0.46, -0.29, 1.89]],
  "relative_energy_ev": 3.631,
  "max_force_ev_per_a": 5.53,
  "total_charge": 0,
  "mol_weight_g_mol": 117.19,
  "e_tot_ev": -10000.12583,
  "smiles": "C=CCCNCC.O"
}